Record 1
The following is a quantum chemistry calculation of C31H29LiN7OS as an isolated structure, from the Open Molecules 2025 dataset.

ORCA input file:
```
! RIJCOSX wB97M-V def2-TZVPD def2/J DEFGRID3
* xyz -1 1
Li -0.16146 0.06025 1.56996
C 2.68349 -1.44564 4.44880
C 3.16162 -0.28923 5.04534
C 2.77415 0.93116 4.53028
C 1.89432 0.96410 3.44331
N 1.43919 -0.15219 2.88543
C 1.83089 -1.31239 3.36241
C 1.48795 2.22081 2.80906
C 2.07840 3.43999 3.15989
C 1.79127 4.57059 2.41936
C 0.91843 4.45554 1.35536
C 0.30758 3.21966 1.11960
N 0.58928 2.13891 1.83247
C -0.57874 3.09406 -0.04412
C -1.22062 4.21594 -0.58540
C -1.83137 4.11230 -1.81959
C -1.80143 2.88792 -2.46761
C -1.23084 1.80889 -1.80549
N -0.64551 1.90526 -0.63046
H 2.96658 -2.41945 4.81973
H 3.82565 -0.33458 5.89742
H 3.15822 1.83576 4.97607
H 1.43986 -2.17656 2.84851
H 2.77642 3.51064 3.97766
H 2.25456 5.52049 2.65287
H 0.73839 5.29709 0.70436
H -1.24112 5.15047 -0.04718
H -2.31076 4.96868 -2.27923
H -2.21802 2.76608 -3.45491
H -1.22578 0.82919 -2.26267
S 2.37731 0.42562 0.08376
C 1.96762 -0.92783 -0.86568
N 2.87867 -1.69036 -1.37718
N 2.47430 -2.59358 -2.39328
C 2.48914 -2.16255 -3.69220
C 2.39603 -0.79761 -4.00669
C 2.43743 -0.37103 -5.31480
C 2.54577 -1.28251 -6.35574
C 2.59940 -2.63574 -6.06009
C 2.57387 -3.07560 -4.75329
N 0.66188 -0.91314 -1.24593
N -0.30195 -1.21230 -0.50133
C -1.56841 -1.23747 -1.03374
C -2.63464 -0.76931 -0.25745
C -3.92306 -0.85906 -0.73526
C -4.18232 -1.43705 -1.97084
C -3.13361 -1.92163 -2.73602
C -1.83283 -1.81338 -2.28510
H 2.85488 -3.51889 -2.22859
H 2.32496 -0.08190 -3.20448
H 2.41825 0.69142 -5.52464
H 2.60117 -0.94243 -7.38046
H 2.69899 -3.35924 -6.86045
H 2.64129 -4.13548 -4.54600
H -2.40478 -0.36244 0.71748
H -4.73638 -0.47854 -0.13261
H -5.19954 -1.51593 -2.32608
H -3.33106 -2.37895 -3.69639
H -1.01003 -2.18465 -2.88097
C -2.49380 -2.75716 2.58210
C -2.16653 -1.41323 3.28170
C -3.49806 -0.75795 3.73513
O -1.42002 -0.58789 2.52384
H -3.10638 -3.39657 3.21963
H -1.56876 -3.27772 2.34643
H -3.01787 -2.57218 1.64733
H -1.61653 -1.68676 4.22127
H -4.13598 -0.56468 2.87325
H -3.28169 0.18377 4.23605
H -4.02733 -1.40179 4.43609
*
```

HOMO-LUMO gap = 6.4 eV
HOMO energy = -3.95 eV

Record 2
The following is a quantum chemistry calculation of a single C27H27FI2O5 molecule, from the Open Molecules 2025 dataset.

ORCA input file:
```
! RIJCOSX wB97M-V def2-TZVPD def2/J DEFGRID3
* xyz 0 1
C -0.27383 4.05391 -3.28426
C 0.16197 5.30240 -2.53221
I -0.85765 6.98732 -3.41727
C -0.05142 5.27051 -0.98247
C -0.55717 3.97069 -0.45811
C -1.82791 3.59631 -0.33401
I -3.48928 4.77653 -0.76149
C -2.12863 2.24589 0.21844
O -3.06312 2.05349 0.94458
C -1.16807 1.18675 -0.18698
C -1.56111 -0.12892 -0.46783
C -3.02188 -0.51090 -0.41090
C -3.87671 0.19874 -1.46751
F -3.14434 0.43990 -2.61848
C -0.56400 -1.05597 -0.83934
C -0.96921 -2.45789 -1.26635
C -1.20343 -3.44560 -0.13968
O -2.24708 -3.52842 0.43745
C 0.79530 -0.68098 -0.89562
C 1.91631 -1.63986 -1.21216
C 2.71672 -1.98654 0.06507
C 4.21207 -2.00854 -0.21283
O 2.23876 -3.21165 0.59819
C 2.41822 -3.29170 2.01606
C 1.19862 -2.86527 2.79525
C 0.38470 -3.84077 3.38495
C -0.75844 -3.46004 4.09588
C -1.09568 -2.11559 4.22737
C -0.28942 -1.13991 3.63438
C 0.85502 -1.51344 2.92725
C 1.14807 0.64690 -0.63840
O 2.46785 1.03477 -0.67419
C 0.16852 1.56916 -0.29071
C 0.49230 2.99832 -0.01949
O 1.49513 3.38008 0.50721
H 0.23793 3.16674 -2.91109
H -1.34096 3.87123 -3.19165
H -0.07546 4.18241 -4.34294
H 1.20977 5.46478 -2.74680
H 0.92382 5.47716 -0.55411
H -0.69881 6.08940 -0.68799
H -3.14354 -1.57815 -0.50023
H -3.43914 -0.25105 0.55626
H -4.26434 1.13926 -1.09282
H -4.73664 -0.42522 -1.70361
H -1.90820 -2.38704 -1.80493
H -0.24905 -2.88481 -1.95076
H -0.36727 -4.11570 0.09432
H 1.55150 -2.52825 -1.70398
H 2.61975 -1.13879 -1.86956
H 2.50741 -1.18967 0.77493
H 4.57577 -0.98338 -0.20998
H 4.76006 -2.57446 0.53487
H 4.42417 -2.41676 -1.19753
H 3.28193 -2.69514 2.31275
H 2.64222 -4.33059 2.24735
H 0.61075 -4.89271 3.29125
H -1.37315 -4.23025 4.53571
H -1.97293 -1.81922 4.78020
H -0.53898 -0.09315 3.71518
H 1.47054 -0.75239 2.47115
H 2.77169 1.06606 -1.58779
*
```

SMILES = C[C@@H](I)CC1=C(I)C(=O)c2c(CCF)c(CC=O)c(C[C@H](C)OCc3ccccc3)c(O)c2C1=O
HOMO-LUMO gap = 8.2 eV
HOMO energy = -9.16 eV

How do the records compare in DFT total energy? In the order shown, they have -2062.994991; -2116.477317 a.u..
How do the records compare in energy above the lowest of the compared OMol25 structures with the same formula, charge and spin? In the order shown, they have 1.591; 0.000 eV.